# 1
{"formula": "C13H8N2O6Rb", "method": "ωB97M-V with the def2-TZVPD basis set", "symbols": ["Rb", "O", "C", "O", "C", "C", "C", "C", "C", "N", "C", "O", "O", "H", "H", "H", "H", "O", "C", "O", "C", "C", "C", "C", "C", "N", "H", "H", "H", "H"], "positions_angstrom": [[-0.09134, -0.43470, 0.14263], [4.16083, 0.69318, 2.90886], [3.08524, 0.64952, 2.08950], [2.38500, -0.32688, 2.02456], [2.89403, 1.91502, 1.31482], [3.75984, 2.98439, 1.46325], [3.51700, 4.12608, 0.70889], [2.43434, 4.13892, -0.14414], [1.60963, 3.01125, -0.23124], [1.84239, 1.92111, 0.48985], [0.39101, 3.04552, -1.20381], [0.26965, 4.11691, -1.81648], [-0.30469, 2.01072, -1.23007], [4.18740, -0.16661, 3.35447], [4.59207, 2.91501, 2.14822], [4.17242, 4.98391, 0.79707], [2.18323, 4.98905, -0.76158], [-2.87377, -4.46194, -0.04117], [-2.33644, -3.35063, -0.17049], [-1.31712, -2.89407, 0.39990], [-3.03834, -2.40740, -1.18436], [-4.17645, -2.84958, -1.85473], [-4.79923, -2.00704, -2.75722], [-4.27077, -0.74016, -2.97027], [-3.13658, -0.37889, -2.26300], [-2.53351, -1.18852, -1.39215], [-4.53539, -3.84617, -1.64284], [-5.68649, -2.32252, -3.29430], [-4.72594, -0.04853, -3.66736], [-2.68580, 0.60085, -2.39496]], "total_charge": -1, "gap_ev": 7.476, "total_energy_ha": -1085.43472}


# 2
{"formula": "C13H9F3N4ORhS3", "method": "ωB97M-V with the def2-TZVPD basis set", "symbols": ["Rh", "F", "C", "F", "F", "C", "C", "C", "C", "N", "C", "S", "H", "H", "H", "O", "S", "N", "N", "C", "N", "C", "C", "C", "C", "C", "C", "S", "H", "H", "H", "H", "H", "H"], "positions_angstrom": [[-0.17281, 0.90329, -0.77893], [2.81778, -1.62834, -4.35442], [2.50669, -2.64166, -3.53967], [2.55515, -3.77662, -4.24026], [3.43644, -2.70258, -2.57443], [1.13798, -2.43998, -2.93249], [0.11908, -3.35374, -3.14264], [-1.13227, -3.13849, -2.57453], [-1.33197, -2.01260, -1.78740], [-0.34880, -1.14574, -1.58321], [0.86921, -1.31378, -2.14766], [1.92245, 0.02054, -1.80270], [0.29813, -4.22860, -3.75239], [-1.94428, -3.83140, -2.74276], [-2.27901, -1.77987, -1.31711], [-2.73604, 0.81159, -0.89903], [-2.60611, 2.12841, -1.57939], [-1.15132, 2.50197, -1.64235], [0.44146, -1.58381, 1.63010], [0.21598, -0.35616, 2.12347], [0.04708, 0.71104, 1.38312], [-0.15449, 1.85198, 2.16576], [-0.32182, 3.15107, 1.69424], [-0.50250, 4.17315, 2.60776], [-0.51276, 3.91604, 3.97693], [-0.33355, 2.63217, 4.46136], [-0.15504, 1.61057, 3.54332], [0.12234, -0.08967, 3.83991], [0.49850, -1.71939, 0.63878], [0.60174, -2.36246, 2.24265], [-0.29430, 3.34267, 0.62874], [-0.63617, 5.18701, 2.25601], [-0.64909, 4.73062, 4.67482], [-0.32769, 2.43275, 5.52441]], "total_charge": 1, "gap_ev": [7.835, 4.480], "multiplicity": 5, "total_energy_ha": -2399.49606}


# 3
{"formula": "C13H9HgNO4", "method": "ωB97M-V with the def2-TZVPD basis set", "symbols": ["Hg", "C", "O", "C", "O", "C", "O", "C", "O", "C", "H", "H", "C", "H", "H", "N", "C", "C", "C", "C", "C", "C", "C", "H", "H", "H", "H", "H"], "positions_angstrom": [[2.85888, 0.23955, -1.39486], [-1.29634, 1.82476, 1.30470], [-0.94859, 2.84511, 1.68766], [-2.31513, -0.98691, 0.62755], [-3.21674, -0.65962, 1.19694], [0.35881, -0.16855, 2.13240], [-0.36852, -0.05745, 3.00884], [-1.12027, 1.27864, -1.13211], [-2.14495, 1.77695, -1.02834], [1.25528, -3.00519, -1.85813], [1.44240, -2.35351, -2.75879], [2.18753, -3.11109, -1.24187], [-0.01635, -3.38419, -1.49495], [-0.26117, -3.86637, -0.51855], [-0.89625, -2.95170, -2.00665], [2.40611, 2.00768, -0.03591], [2.15645, 3.02755, 0.48002], [1.96474, 4.28636, 1.07454], [2.22095, 4.45548, 2.44900], [2.39703, 5.74189, 2.92687], [2.20281, 6.86303, 2.09845], [1.76559, 6.65494, 0.75558], [1.57183, 5.36720, 0.27600], [2.25160, 3.58679, 3.11977], [2.75682, 5.90351, 3.95777], [2.32050, 7.88492, 2.48505], [1.62260, 7.51786, 0.11008], [1.11200, 5.20064, -0.70769]], "total_charge": 2, "gap_ev": [3.478, 2.897], "total_energy_ha": -1009.02734}